# 1
{
  "formula": "C25H29Cl3MoN7O5",
  "method": "ωB97M-V with the def2-TZVPD basis set",
  "e_above_lowest_ev": 0.000,
  "lumo_ev": [-2.73, -2.81],
  "total_charge": 1,
  "max_force_ev_per_a": 0.1,
  "spin_multiplicity": 3,
  "energy_ev": -86487.2460,
  "species": ["Mo", "O", "C", "N", "C", "C", "C", "C", "C", "C", "N", "C", "C", "C", "C", "C", "N", "H", "H", "H", "H", "H", "H", "H", "H", "H", "H", "Cl", "C", "C", "C", "Cl", "C", "O", "C", "Cl", "C", "H", "H", "N", "C", "C", "C", "C", "N", "C", "N", "N", "C", "O", "O", "H", "H", "H", "H", "H", "H", "H", "H", "H", "H", "H", "H", "H", "H", "C", "O", "H", "H", "H"],
  "xyz": [[0.6723, -0.8621, 1.2691], [-1.8380, -2.2467, -1.6884], [-1.2814, -1.9416, -0.6317], [0.0329, -1.7808, -0.4452], [0.9286, -1.8343, -1.5837], [2.3369, -1.5320, -1.1358], [3.4162, -1.7198, -1.9856], [4.6898, -1.4261, -1.5392], [4.8662, -0.9571, -0.2436], [3.7540, -0.7941, 0.5506], [2.5174, -1.0671, 0.1109], [-2.0848, -1.6980, 0.6276], [-3.4285, -1.9914, 0.6985], [-4.1144, -1.6875, 1.8663], [-3.4369, -1.0927, 2.9180], [-2.0851, -0.8309, 2.7790], [-1.4288, -1.1395, 1.6598], [0.6449, -1.0951, -2.3433], [0.8963, -2.8144, -2.0666], [3.2462, -2.0947, -2.9857], [5.5417, -1.5672, -2.1910], [5.8458, -0.7240, 0.1470], [3.8322, -0.4373, 1.5700], [-3.9096, -2.4444, -0.1564], [-5.1698, -1.9089, 1.9529], [-3.9398, -0.8335, 3.8383], [-1.4955, -0.3692, 3.5612], [5.4009, 1.6837, 6.2752], [4.0705, 1.3133, 5.2307], [3.1091, 0.4053, 5.6423], [2.0558, 0.1184, 4.7954], [0.8407, -1.0035, 5.3140], [1.9252, 0.7092, 3.5323], [0.8859, 0.4152, 2.7526], [2.9130, 1.6287, 3.1684], [2.7924, 2.4241, 1.6327], [3.9796, 1.9331, 3.9984], [3.1752, -0.0719, 6.6091], [4.7230, 2.6520, 3.6859], [1.4462, 1.7108, -2.2385], [-0.0034, 1.7853, -2.1310], [-0.5628, 3.2186, -2.2122], [-2.0828, 3.4072, -2.1434], [-2.9017, 2.7181, -3.2350], [-2.9549, 1.2773, -3.0083], [-3.5911, 0.4215, -3.7777], [-4.2471, 0.8470, -4.8703], [-3.5928, -0.8790, -3.4768], [-0.4664, 1.0777, -0.8587], [-1.6567, 0.7350, -0.7618], [0.4156, 0.8492, 0.0272], [1.8668, 1.8794, -1.3316], [1.8011, 2.3961, -2.8937], [-0.4323, 1.2050, -2.9545], [-0.1983, 3.6486, -3.1508], [-0.1082, 3.8046, -1.4085], [-2.2846, 4.4763, -2.2263], [-2.4648, 3.0969, -1.1691], [-2.4621, 2.9238, -4.2175], [-3.9156, 3.1302, -3.2210], [-2.5260, 0.9401, -2.1178], [-4.3387, 1.8270, -5.0641], [-4.7145, 0.2007, -5.4792], [-2.9707, -1.2621, -2.7593], [-4.0359, -1.5338, -4.0958], [0.3851, -3.4837, 2.7430], [1.1280, -2.4387, 2.1507], [-0.3497, -3.0953, 3.4516], [1.0697, -4.1444, 3.2735], [-0.1314, -4.0562, 1.9670]],
  "forces_ev_per_angstrom": [[0.04, -0.09, -0.09], [-0.01, 0.04, -0.03], [-0.02, -0.06, 0.03], [-0.01, 0.02, 0.00], [0.02, -0.01, 0.02], [0.02, 0.00, -0.01], [-0.01, 0.00, 0.01], [0.00, 0.00, 0.01], [0.00, 0.00, -0.01], [0.00, 0.00, -0.01], [-0.01, 0.02, 0.04], [0.00, 0.01, -0.01], [-0.01, 0.00, 0.00], [0.00, 0.00, -0.01], [0.01, 0.01, 0.01], [-0.01, 0.00, 0.01], [-0.08, 0.01, -0.02], [-0.01, 0.00, 0.00], [0.00, 0.01, -0.01], [0.00, 0.00, 0.00], [0.00, 0.00, 0.00], [0.00, 0.00, 0.00], [0.00, 0.00, 0.00], [0.00, 0.00, 0.00], [0.00, 0.00, 0.00], [0.00, 0.00, 0.00], [0.00, 0.00, 0.00], [0.00, -0.01, 0.01], [0.00, -0.01, 0.01], [0.01, 0.01, 0.00], [0.02, 0.00, 0.00], [-0.01, 0.00, 0.00], [-0.03, -0.03, 0.03], [0.04, 0.05, 0.00], [0.01, 0.02, 0.00], [0.00, -0.01, -0.01], [0.00, 0.00, -0.01], [0.00, 0.00, 0.00], [0.00, 0.00, -0.01], [-0.02, -0.02, 0.02], [0.00, 0.01, 0.00], [-0.03, 0.03, 0.01], [0.00, -0.02, -0.01], [0.08, 0.01, 0.00], [-0.12, -0.01, 0.07], [-0.02, -0.01, -0.05], [0.02, 0.00, 0.01], [0.05, 0.03, 0.02], [-0.02, -0.08, -0.02], [0.02, 0.02, 0.05], [0.03, 0.07, 0.00], [0.01, 0.01, 0.00], [0.00, 0.00, -0.01], [0.00, 0.01, -0.01], [0.00, 0.00, 0.00], [0.00, 0.00, 0.00], [0.00, 0.00, 0.00], [0.00, 0.00, -0.01], [0.00, 0.00, 0.00], [0.00, 0.00, -0.02], [0.04, 0.03, -0.03], [0.00, 0.00, 0.00], [-0.01, 0.00, 0.01], [0.00, -0.04, -0.01], [0.00, -0.01, 0.00], [-0.01, 0.00, 0.00], [0.04, 0.01, 0.03], [0.00, 0.00, 0.00], [0.00, 0.00, 0.00], [0.00, 0.00, -0.01]],
  "lowdin_spin": [1.694, 0.003, 0.003, -0.001, 0.007, 0.007, -0.002, 0.008, 0.001, 0.016, 0.017, 0.013, -0.003, 0.015, -0.002, 0.021, 0.016, 0.000, 0.000, 0.000, 0.000, 0.000, 0.002, 0.000, 0.001, 0.000, 0.001, 0.000, -0.001, 0.000, -0.001, 0.000, 0.012, 0.069, 0.001, 0.001, 0.001, 0.000, 0.000, 0.001, 0.000, 0.000, 0.000, 0.000, 0.000, 0.000, 0.000, 0.000, 0.004, 0.002, 0.033, 0.000, 0.000, 0.000, 0.000, 0.000, 0.000, 0.000, 0.000, 0.000, 0.000, 0.000, 0.000, 0.000, 0.000, 0.013, 0.050, 0.001, -0.001, -0.001]
}

=====

# 2
{
  "formula": "C5H11N",
  "method": "ωB97M-V with the def2-TZVPD basis set",
  "e_above_lowest_ev": 4.047,
  "lumo_ev": 1.06,
  "max_force_ev_per_a": 0.3,
  "energy_ev": -6849.4814,
  "species": ["C", "C", "N", "C", "C", "C", "H", "H", "H", "H", "H", "H", "H", "H", "H", "H", "H"],
  "xyz": [[-2.2805, 0.6202, 1.2084], [-0.8468, -0.6468, -1.3340], [0.0593, -0.5791, -0.4119], [0.5839, -0.8560, 0.7773], [1.1837, 0.2552, 0.0181], [2.5125, 0.1560, -0.6931], [-3.0386, -0.1308, 0.9732], [-2.4966, 1.0766, 2.1753], [-2.2784, 1.3840, 0.4268], [-1.5805, -1.4434, -1.2956], [-0.9138, 0.1528, -2.0601], [-1.3037, 0.1330, 1.2755], [0.9177, -1.7962, 1.1882], [0.8831, 1.2776, 0.2793], [3.2733, 0.5390, -0.0027], [2.5694, 0.7462, -1.6133], [2.7559, -0.8884, -0.9114]],
  "forces_ev_per_angstrom": [[-0.08, 0.05, 0.08], [0.10, -0.06, 0.01], [-0.07, -0.01, 0.01], [0.06, -0.21, -0.12], [0.15, 0.24, -0.04], [0.04, -0.03, -0.04], [0.02, 0.14, 0.05], [-0.11, 0.00, -0.09], [-0.03, -0.08, 0.15], [0.18, 0.04, -0.05], [0.12, -0.14, 0.04], [-0.26, 0.15, 0.07], [-0.04, 0.06, -0.06], [0.08, -0.17, 0.07], [-0.06, -0.06, -0.15], [-0.06, -0.06, 0.11], [-0.06, 0.14, -0.04]],
  "nbo_charge": [-0.869, -0.262, -0.208, -0.246, -0.051, -0.638, 0.207, 0.207, 0.205, 0.196, 0.194, 0.225, 0.213, 0.178, 0.222, 0.212, 0.216]
}